1.
4 unconnected molecules or ions with the total composition C39H72BBrClF5NO13SSi in a non-equilibrium geometry, computed with ωB97M-V/def2-TZVPD.

Geometry (Å):
1 C 1.53164 1.25015 -5.07279
2 C 2.58975 1.85532 -4.03448
3 O 1.82006 2.53693 -3.01007
4 B 1.99375 1.98822 -1.72066
5 O 2.89775 2.58905 -0.84120
6 C 1.03176 0.71857 -1.36242
7 N -0.42144 0.92946 -1.65799
8 C -1.22040 1.88041 -0.89063
9 F -2.16904 1.30670 -0.02904
10 F -0.51696 2.71589 -0.01420
11 C -2.06956 2.90843 -1.73390
12 C -2.66526 4.00790 -0.93676
13 C -3.44876 5.07553 -1.55807
14 C -3.67740 5.06787 -3.00582
15 C -3.08216 3.97496 -3.78667
16 C -3.30213 4.02263 -5.32041
17 F -4.19351 3.04065 -5.68632
18 F -2.13700 3.81154 -6.03745
19 F -3.82290 5.22057 -5.74510
20 C -2.29646 2.92070 -3.15576
21 C -1.01673 -0.46000 -1.86434
22 Br -2.85065 -0.40699 -2.64274
23 C -0.89178 -1.39548 -0.61337
24 C -1.55145 -2.82260 -0.88763
25 C -0.76544 -3.70073 -1.93955
26 C 0.21961 -4.68314 -1.14730
27 C -0.30827 -6.18448 -1.12755
28 S 1.18796 -7.23944 -1.42130
29 O 1.59311 -6.93959 -2.80037
30 O 2.25103 -6.85502 -0.48800
31 Cl 0.72067 -9.22681 -1.15538
32 C 0.65846 -1.53070 -0.28610
33 C 1.40371 -0.10124 -0.08429
34 C 0.92423 0.43783 1.30123
35 C 1.12876 -0.53591 2.52047
36 O -0.15832 -0.97347 3.04265
37 C 0.17103 -1.79294 4.15593
38 O 0.33064 -2.95608 3.91927
39 C 2.95446 -0.52207 -0.10573
40 C 3.85883 0.24460 0.92879
41 O 5.17094 0.37549 0.30357
42 Si 6.13461 1.57403 1.07070
43 C 6.32437 1.00392 2.89967
44 C 5.38928 3.33254 1.05125
45 C 7.84049 1.72031 0.21207
46 H 0.53834 1.75377 -4.87035
47 H 1.36650 0.15686 -4.89297
48 H 1.78290 1.50489 -6.13360
49 H 3.12612 2.66341 -4.60900
50 H 3.29943 1.07736 -3.65232
51 H 3.79070 2.34193 -1.17181
52 H 1.36405 0.01440 -2.19661
53 H -0.40051 1.28816 -2.63777
54 H -2.49429 4.06992 0.15905
55 H -3.84415 5.89424 -0.92006
56 H -4.25589 5.90109 -3.45692
57 H -1.84508 2.10415 -3.78057
58 H -0.45787 -0.99276 -2.68611
59 H -1.38680 -1.02394 0.31890
60 H -1.49108 -3.34833 0.11084
61 H -2.64384 -2.75074 -1.12097
62 H -1.48183 -4.34278 -2.51710
63 H -0.17007 -3.11403 -2.68619
64 H 1.25368 -4.67643 -1.59764
65 H 0.35684 -4.38443 -0.07699
66 H -1.02520 -6.32013 -1.98341
67 H -0.78314 -6.48022 -0.15641
68 H 0.90455 -2.25991 0.52164
69 H 1.13912 -1.94576 -1.22897
70 H -0.18578 0.64977 1.27345
71 H 1.39057 1.42919 1.56937
72 H 1.82006 -1.39228 2.28709
73 H 1.61420 0.04654 3.36267
74 H 0.27213 -1.38228 5.19451
75 H 3.37864 -0.48411 -1.15415
76 H 3.02355 -1.61385 0.17677
77 H 4.01558 -0.38158 1.84690
78 H 3.49412 1.25959 1.22432
79 H 7.19527 1.51947 3.37299
80 H 6.45982 -0.11444 2.84962
81 H 5.34402 1.25657 3.39475
82 H 4.34715 3.31565 1.47992
83 H 5.30017 3.72037 -0.00199
84 H 6.04533 3.99653 1.68684
85 H 8.40672 0.74736 0.21602
86 H 8.50856 2.45864 0.74698
87 H 7.75773 2.09851 -0.84337
88 C 7.59719 7.66252 6.59541
89 O 7.11135 8.37798 5.46952
90 C 7.68417 7.92690 4.24812
91 C 6.72269 7.03156 3.48344
92 O 6.49808 5.80307 4.17008
93 C 5.25537 5.78914 4.85520
94 H 6.96416 7.90538 7.44940
95 H 7.56639 6.58171 6.43611
96 H 8.62179 7.97428 6.82076
97 H 8.63404 7.41350 4.42886
98 H 7.89134 8.81546 3.64430
99 H 7.17136 6.77968 2.51731
100 H 5.77753 7.54907 3.29091
101 H 4.43639 5.67951 4.13624
102 H 5.10719 6.69312 5.44948
103 H 5.24645 4.92971 5.52700
104 C -8.84746 -2.37029 -0.37149
105 O -8.41859 -1.35546 0.52469
106 C -7.11755 -1.59968 1.04198
107 C -6.07396 -0.74420 0.34158
108 O -5.92036 -1.12444 -1.02302
109 C -6.58681 -0.23820 -1.91014
110 H -9.73852 -2.01162 -0.88723
111 H -8.08408 -2.60421 -1.11826
112 H -9.10795 -3.27455 0.18739
113 H -6.86231 -2.66236 0.97015
114 H -7.13837 -1.32945 2.10206
115 H -5.10572 -0.90332 0.82833
116 H -6.32170 0.31879 0.42447
117 H -6.03143 0.70353 -1.98299
118 H -7.61207 -0.03855 -1.59293
119 H -6.61511 -0.70397 -2.89645
120 C -6.73026 -7.53665 -0.99150
121 O -6.50109 -7.37998 0.40097
122 C -5.19150 -7.77911 0.78686
123 C -4.28677 -6.57590 0.99642
124 O -4.03460 -5.89467 -0.23116
125 C -4.81597 -4.71730 -0.36738
126 H -7.65404 -7.01470 -1.24310
127 H -5.91831 -7.11368 -1.58870
128 H -6.85239 -8.59726 -1.23159
129 H -4.76082 -8.46733 0.05230
130 H -5.28654 -8.31567 1.73538
131 H -3.31985 -6.92470 1.37269
132 H -4.71148 -5.89455 1.74031
133 H -4.42283 -3.93419 0.29051
134 H -5.86911 -4.89667 -0.14068
135 H -4.73949 -4.37613 -1.40116

The calculation puts the LUMO energy at -2.799 eV. Its net charge is +1. The HOMO-LUMO gap comes out at 7.865 eV. For the total energy, the calculation gives -6807.793085 hartree.



2.
8 unconnected molecules or ions with the total composition C39H75F4N13O8S4 in a non-equilibrium geometry, computed with ωB97M-V/def2-TZVPD.

Geometry (Å):
1 C -3.56276 3.55538 -0.08749
2 C -3.42067 2.03725 -0.50636
3 C -4.67464 1.32725 0.00023
4 C -4.83327 -0.14486 -0.37402
5 N -6.27797 -0.66963 -0.36323
6 C -7.02348 -0.46390 0.95480
7 C -8.09494 0.65746 0.81205
8 C -8.53378 0.44606 -0.64175
9 C -7.24382 0.07242 -1.37535
10 C -6.27724 -2.13212 -0.71676
11 H -3.02209 4.15925 -0.81460
12 H -3.23683 3.67210 0.94582
13 H -4.59908 3.89413 -0.06014
14 H -2.49668 1.69662 -0.03930
15 H -3.38012 1.87077 -1.58253
16 H -5.55664 1.92884 -0.23345
17 H -4.87500 1.48602 1.06427
18 H -4.35167 -0.79923 0.35472
19 H -4.31215 -0.37943 -1.30254
20 H -7.56213 -1.37868 1.19645
21 H -6.34467 -0.14121 1.74330
22 H -8.92747 0.50468 1.49613
23 H -7.63860 1.64414 0.88186
24 H -9.33757 -0.27551 -0.78326
25 H -8.84842 1.38353 -1.10056
26 H -7.29683 -0.48666 -2.30866
27 H -6.69809 0.97666 -1.64425
28 H -5.81027 -2.56176 0.16972
29 H -5.72203 -2.26875 -1.64306
30 H -7.27427 -2.55801 -0.81803
31 C -2.70264 3.55103 6.74955
32 C -1.81521 3.70834 5.50982
33 N -1.92722 2.47257 4.74872
34 C -2.81042 2.06745 3.80493
35 C -2.56646 0.78884 3.38048
36 N -1.51925 0.41253 4.11226
37 C -1.20577 1.34364 5.05214
38 C -0.90824 -0.86380 4.01857
39 H -2.32815 2.79819 7.44351
40 H -3.66693 3.23134 6.35465
41 H -2.85570 4.44454 7.35349
42 H -0.78295 4.05474 5.55293
43 H -2.24045 4.52813 4.92748
44 H -3.58418 2.75351 3.49389
45 H -3.09927 0.17282 2.67521
46 H -0.45213 1.20562 5.81468
47 H 0.07767 -0.85691 3.55731
48 H -1.51891 -1.58151 3.47259
49 H -0.78408 -1.33259 4.99483
50 C -0.07474 4.55739 1.43562
51 C 0.92097 3.42514 1.58032
52 N 1.55350 3.53149 2.97161
53 C 1.86923 2.43496 3.74337
54 C 2.59297 2.94828 4.80327
55 N 2.79157 4.27321 4.68328
56 C 2.08304 4.64699 3.56403
57 C 3.60845 5.10186 5.54271
58 H 0.29489 5.54219 1.72351
59 H -0.99832 4.48216 2.00902
60 H -0.28122 4.64694 0.36854
61 H 1.81255 3.51891 0.96270
62 H 0.49698 2.42345 1.62419
63 H 1.74670 1.40411 3.44772
64 H 2.95320 2.38617 5.64992
65 H 2.16144 5.61948 3.10371
66 H 3.12508 6.06483 5.71824
67 H 4.46972 5.35626 4.92643
68 H 3.73202 4.77317 6.57268
69 C 1.32489 3.27807 -5.07041
70 C 1.45566 1.76246 -5.46448
71 N 2.39898 1.62543 -6.54525
72 C 3.71655 1.29432 -6.49745
73 C 4.25757 1.18415 -7.80048
74 N 3.25480 1.67108 -8.59489
75 C 2.12334 1.80603 -7.83315
76 C 3.36227 1.97378 -9.99400
77 H 2.28025 3.75626 -4.85217
78 H 0.74388 3.48843 -4.17313
79 H 0.88304 3.80288 -5.91717
80 H 0.55478 1.29318 -5.86016
81 H 1.71889 1.11957 -4.62549
82 H 4.18854 1.08072 -5.55117
83 H 5.23366 0.92076 -8.17598
84 H 1.17408 2.09850 -8.25518
85 H 2.42845 2.09373 -10.53948
86 H 3.96711 1.18020 -10.43318
87 H 3.95983 2.87282 -10.14698
88 C -2.66258 -4.13875 -2.13708
89 C -1.19439 -3.85829 -1.75856
90 N -0.15781 -4.84309 -2.16865
91 C 1.19438 -4.55733 -2.08301
92 C 1.80823 -5.66438 -2.53354
93 N 0.90558 -6.65015 -2.76963
94 C -0.32674 -6.10465 -2.58116
95 C 1.19748 -7.92170 -3.35982
96 H -3.10876 -5.02676 -1.68520
97 H -2.83748 -4.32021 -3.19820
98 H -3.34013 -3.35830 -1.79280
99 H -1.17301 -3.71901 -0.67742
100 H -0.83957 -2.91594 -2.17352
101 H 1.45355 -3.56650 -1.74435
102 H 2.85939 -5.81244 -2.72662
103 H -1.27172 -6.61273 -2.69439
104 H 1.17909 -7.81439 -4.44418
105 H 0.55004 -8.76310 -3.11246
106 H 2.14884 -8.35804 -3.05607
107 C 7.90215 -4.65858 -0.68246
108 C 6.41835 -4.61486 -0.80738
109 N 5.92236 -3.27090 -0.93766
110 C 6.23520 -2.22093 -0.09836
111 C 5.50678 -1.13174 -0.46069
112 N 4.75400 -1.47502 -1.58568
113 C 4.91301 -2.85953 -1.70844
114 C 3.72257 -0.59828 -2.15395
115 H 8.28422 -5.65072 -0.91939
116 H 8.30143 -4.36039 0.28680
117 H 8.36365 -3.98355 -1.40470
118 H 5.86335 -5.07635 0.01046
119 H 6.16257 -5.22087 -1.67735
120 H 6.93531 -2.30878 0.71768
121 H 5.31689 -0.21578 0.07686
122 H 4.47582 -3.46000 -2.49133
123 H 3.05881 -1.26955 -2.69636
124 H 4.21617 0.09977 -2.82940
125 H 3.21378 -0.04085 -1.36898
126 N 1.77251 0.12266 5.75976
127 S 2.13236 0.24839 7.36583
128 O 3.32776 0.92975 7.73430
129 O 1.58145 -0.74679 8.23653
130 F 1.08683 1.55322 7.48715
131 S 2.43238 -1.22039 5.44308
132 O 1.45690 -2.31970 5.31503
133 O 3.77550 -1.50844 5.93610
134 F 2.67002 -0.94130 3.85767
135 N 0.86548 -1.44828 -0.83443
136 S 0.72618 -1.02188 0.55430
137 O -0.59686 -0.76827 1.15042
138 O 1.77683 -0.18712 1.11115
139 F 1.25544 -2.44061 1.15987
140 S 0.06399 -0.07345 -1.41005
141 O 0.54503 1.25273 -1.07897
142 O -1.34147 -0.22739 -1.74831
143 F 0.55763 -0.27113 -2.95409

The calculation puts the LUMO energy at -7.575 eV. Its net charge is +4. The HOMO-LUMO gap comes out at 8.111 eV. For the total energy, the calculation gives -4835.613366 hartree.